<w>
{
  "formula": "C3H9N3O2",
  "method": "ωB97M-V/def2-TZVPD",
  "charge": 0,
  "gap_ha": 0.3554,
  "mol_weight_g_mol": 119.1,
  "homo_ev": -9.14,
  "symbols": ["C", "H", "H", "C", "O", "O", "H", "N", "H", "H", "H", "C", "H", "H", "N", "N", "H"],
  "coordinates": [[1.2460, -0.6645, -0.9511], [0.6316, 1.6479, 0.0433], [1.6610, -1.6554, 0.7991], [-1.0272, 0.1688, 0.1553], [0.8941, 0.3789, 1.6742], [1.7018, -0.1559, -1.9624], [0.0308, -0.8901, -0.9206], [1.9153, -1.5948, -0.1769], [-1.9959, 2.0191, -0.2915], [-2.8325, 0.5986, -0.9111], [-0.8912, -1.1064, 1.5740], [-1.8473, 1.0400, -0.7559], [-1.3375, 1.1646, -1.7130], [2.9105, -1.6317, -0.3488], [0.3446, 0.7583, 0.4511], [-1.5860, -0.6183, 1.0083], [0.1818, 0.5409, 2.3261]],
  "nbo_charge": [0.57, 0.40, 0.39, 0.42, -0.55, -0.64, 0.08, -0.85, 0.24, 0.25, 0.34, -0.69, 0.24, 0.39, -0.38, -0.67, 0.47]
}

***

<x>
{
  "formula": "C3H9N3O2",
  "method": "ωB97M-V/def2-TZVPD",
  "charge": 0,
  "gap_ha": 0.3424,
  "mol_weight_g_mol": 119.1,
  "homo_ev": -8.61,
  "symbols": ["O", "H", "H", "O", "N", "H", "H", "C", "C", "H", "C", "H", "H", "H", "H", "N", "N"],
  "coordinates": [[0.2576, -1.4377, 0.7714], [-2.9572, 1.1447, -0.7834], [-0.7689, -1.2117, 0.7177], [0.7133, 1.4288, -1.3152], [0.6306, 1.2501, 0.9465], [-1.6948, 0.0321, -1.5169], [0.4668, -1.2158, -1.2791], [0.6423, 0.7532, -0.3093], [0.8668, -0.8576, -0.3176], [-2.7395, -0.0686, 1.1911], [-2.2491, 0.3313, -0.6384], [2.6742, -0.8948, 0.6098], [2.7561, -0.6087, -1.0215], [0.6726, 2.2428, 1.1080], [0.5933, 0.5973, 1.7145], [2.2804, -1.1284, -0.2947], [-2.1444, -0.3568, 0.4172]],
  "nbo_charge": [-0.77, 0.17, 0.50, -0.64, -0.84, 0.18, 0.15, 0.62, 0.18, 0.36, 0.02, 0.36, 0.37, 0.40, 0.41, -0.82, -0.65]
}

***

<y>
{
  "formula": "C3H9N3O2",
  "method": "ωB97M-V/def2-TZVPD",
  "charge": 0,
  "gap_ha": 0.3838,
  "mol_weight_g_mol": 119.1,
  "homo_ev": -9.78,
  "symbols": ["C", "N", "H", "H", "O", "H", "H", "H", "H", "C", "N", "H", "O", "H", "N", "H", "C"],
  "coordinates": [[1.2139, -1.5379, -1.1808], [0.2645, -2.0734, -0.3494], [0.7457, 0.9873, 1.9205], [-2.8707, 2.5556, 1.4254], [2.3573, -1.9139, -1.2101], [-0.2782, -0.7189, -2.3811], [-2.3626, 2.0395, -0.2095], [0.6995, -2.7540, 0.2674], [-0.5081, -1.5013, 0.0266], [-2.0688, 2.6049, 0.6840], [0.6639, -0.5610, -2.0955], [-1.9110, 3.7352, 0.3778], [-1.0132, -0.0671, 1.5985], [-0.1257, 3.0020, 1.3373], [-0.7158, 2.1912, 1.1221], [1.3316, -0.4280, -2.8338], [-0.3053, 0.9385, 1.5337]],
  "nbo_charge": [0.78, -0.87, 0.12, 0.21, -0.64, 0.38, 0.21, 0.40, 0.42, -0.42, -0.88, 0.20, -0.64, 0.40, -0.62, 0.39, 0.54]
}

***

<z>
{
  "formula": "C3H9N3O2",
  "method": "ωB97M-V/def2-TZVPD",
  "charge": 0,
  "gap_ha": 0.3211,
  "mol_weight_g_mol": 119.1,
  "homo_ev": -8.04,
  "symbols": ["H", "C", "O", "O", "H", "H", "H", "C", "H", "H", "H", "N", "H", "C", "H", "N", "N"],
  "coordinates": [[0.6116, 2.3143, -0.9364], [0.1406, 0.6706, -1.9438], [1.8857, 0.2797, 0.6618], [1.3001, 0.3303, -2.1322], [-1.6667, -0.8711, 3.0907], [1.3473, -1.6335, 1.1071], [-1.0087, 1.8425, -0.7592], [-0.0907, -0.3825, 1.7838], [-0.2428, 0.6900, 1.8791], [-0.6991, -0.9763, -2.6963], [-0.7550, -2.3095, 2.3504], [0.9486, -0.7053, 0.9576], [1.9949, 0.1988, -0.3135], [-0.8787, -1.2360, 2.4408], [-1.7815, 0.0151, -1.8156], [-0.1830, 1.8307, -1.3369], [-0.9224, -0.0577, -2.3373]],
  "nbo_charge": [0.41, 0.78, -0.58, -0.69, 0.21, 0.36, 0.38, -0.01, 0.20, 0.40, 0.19, -0.34, 0.50, -0.55, 0.39, -0.83, -0.83]
}

***

Structures ranked by computed energy, the most stable listed first: <y>, <x>, <z>, <w>.

***

<w>
{
  "formula": "C3H9N3O2",
  "method": "ωB97M-V/def2-TZVPD",
  "charge": 0,
  "gap_ha": 0.3595,
  "mol_weight_g_mol": 119.1,
  "homo_ev": -9.02,
  "symbols": ["O", "H", "H", "N", "C", "H", "H", "C", "H", "O", "C", "H", "N", "H", "H", "H", "N"],
  "coordinates": [[-2.0059, 0.8533, -1.4102], [0.9067, -1.4214, 1.3946], [0.9419, -3.4011, -0.2665], [1.1951, -1.4843, 0.4155], [0.7766, -0.3238, -0.3584], [-0.5538, 1.8208, 1.8771], [-0.4937, -2.7069, 0.1395], [-1.0776, 1.2680, -0.7638], [-1.0858, 2.9525, -1.6344], [-0.5446, 2.4932, -0.9736], [-0.3399, 0.4899, 0.3131], [1.6405, 0.3120, -0.5514], [0.4210, -2.5249, -0.2843], [-1.0898, -0.1929, 0.7312], [0.8713, 1.9454, 1.0890], [0.2548, -1.3629, -1.1464], [0.1831, 1.2831, 1.4290]],
  "nbo_charge": [-0.60, 0.35, 0.38, -0.46, -0.34, 0.36, 0.36, 0.78, 0.50, -0.70, -0.19, 0.19, -0.68, 0.20, 0.36, 0.31, -0.83]
}

***

<x>
{
  "formula": "C3H9N3O2",
  "method": "ωB97M-V/def2-TZVPD",
  "charge": 0,
  "gap_ha": 0.3196,
  "mol_weight_g_mol": 119.1,
  "homo_ev": -8.00,
  "symbols": ["H", "N", "N", "O", "H", "H", "H", "O", "H", "C", "H", "H", "N", "C", "H", "C", "H"],
  "coordinates": [[-1.5086, 0.3428, -2.7031], [1.0954, 1.2268, 0.4842], [-0.0288, -0.1787, -1.2944], [0.9474, 0.5145, -2.0923], [-1.3305, 1.5115, -1.3767], [-0.0156, 0.2458, 2.9724], [1.6223, -0.1677, -2.2320], [-0.5277, -2.0783, 0.8504], [1.7107, 1.2956, 1.2860], [-1.3060, 0.4427, -1.6301], [-1.2858, -2.1543, 0.2483], [-2.1038, -0.0620, -1.0798], [0.6082, -0.4268, 2.5286], [0.4655, 0.0506, 0.3951], [0.5311, -1.3167, 3.0184], [-0.2967, -0.7809, 1.0594], [1.4228, 1.5352, -0.4344]],
  "nbo_charge": [0.21, -0.83, -0.22, -0.62, 0.18, 0.35, 0.48, -0.68, 0.41, -0.44, 0.50, 0.20, -0.91, 0.35, 0.36, 0.25, 0.42]
}

***

Structures ranked by computed energy, the most stable listed first: <w>, <x>.

***

<w>
{
  "formula": "C5H11O2",
  "method": "ωB97M-V/def2-TZVPD",
  "charge": -1,
  "gap_ha": 0.2801,
  "mol_weight_g_mol": 103.1,
  "homo_ev": -3.86,
  "symbols": ["O", "H", "H", "C", "C", "C", "H", "H", "H", "H", "H", "H", "H", "H", "O", "C", "H", "C"],
  "coordinates": [[-2.4924, -0.1219, -1.8247], [0.6806, -1.0422, 0.4788], [0.1995, -0.9883, 2.8115], [1.9011, -0.0166, 1.7911], [-0.9256, 1.6132, -1.2453], [-1.3068, 0.1143, -1.5374], [2.1892, -0.7117, -0.2739], [-0.5793, 1.7099, -0.2108], [2.0036, 0.9595, 1.3050], [1.9347, -2.0758, 0.9935], [2.9451, -0.0506, 2.1408], [-0.3221, 1.9830, -2.0638], [0.0397, 0.5991, 2.7260], [-1.8714, 2.1549, -1.0890], [-0.3135, -0.6471, -1.4332], [1.7556, -1.0549, 0.6571], [1.1748, 0.1131, 3.8544], [0.8448, -0.1463, 2.8492]],
  "nbo_charge": [-0.78, 0.26, 0.22, -0.41, -0.76, 0.77, 0.22, 0.19, 0.20, 0.18, 0.17, 0.20, 0.21, 0.19, -0.81, -0.62, 0.19, -0.63]
}

***

<x>
{
  "formula": "C5H11O2",
  "method": "ωB97M-V/def2-TZVPD",
  "charge": -1,
  "gap_ha": 0.2774,
  "mol_weight_g_mol": 103.1,
  "homo_ev": -3.83,
  "symbols": ["H", "C", "H", "H", "H", "H", "H", "O", "H", "H", "O", "C", "H", "H", "H", "C", "C", "C"],
  "coordinates": [[-2.4009, -1.4098, -2.5594], [1.7694, 0.3730, 0.8828], [-2.8413, -1.0023, 0.8761], [-1.2626, -2.2897, -1.4477], [0.9064, 1.1305, -1.1160], [-0.9016, -0.2864, -0.1032], [0.7933, 2.1582, 0.1925], [2.8242, -0.2811, 0.7578], [-3.2275, 0.7157, 0.4367], [-1.5509, 0.7153, -1.3307], [0.9032, 0.2799, 1.7916], [-2.9154, -0.2574, 0.0889], [2.3524, 1.8983, -0.5676], [-0.7578, -0.9664, -2.5587], [-3.8306, -0.5343, -0.4777], [-1.7077, -0.2491, -0.8507], [1.4378, 1.4137, -0.1987], [-1.5319, -1.3504, -1.8966]],
  "nbo_charge": [0.18, 0.75, 0.21, 0.21, 0.19, 0.25, 0.20, -0.78, 0.21, 0.19, -0.80, -0.60, 0.19, 0.21, 0.17, -0.42, -0.74, -0.60]
}

***

Structures ranked by computed energy, the most stable listed first: <x>, <w>.

***

<w>
{
  "formula": "C5H11O2",
  "method": "ωB97M-V/def2-TZVPD",
  "charge": -1,
  "gap_ha": 0.2647,
  "mol_weight_g_mol": 103.1,
  "homo_ev": -3.68,
  "symbols": ["H", "H", "C", "H", "H", "H", "H", "H", "C", "O", "C", "C", "H", "H", "H", "C", "O", "H"],
  "coordinates": [[-0.0638, 0.0783, -1.9370], [-1.4394, 0.0056, -0.1186], [1.5271, -1.9726, 1.5748], [0.6654, -1.7155, -0.3685], [0.0596, 1.9324, -1.8821], [-2.2460, 2.5280, -0.8573], [2.5362, -1.6075, -0.3247], [-2.9698, 1.4626, 0.3634], [-2.0395, 1.9797, 0.0619], [2.4596, -1.5031, 2.2559], [1.6157, -2.1360, -0.0863], [-0.9001, 0.9665, -0.1387], [-0.3689, 0.9460, 0.8255], [1.5513, -3.2365, -0.0757], [1.0473, 0.9587, -0.8517], [0.0767, 0.9890, -1.3488], [0.4313, -2.3851, 2.0273], [-1.9428, 2.7096, 0.8806]],
  "nbo_charge": [0.22, 0.21, 0.78, 0.20, 0.19, 0.19, 0.20, 0.20, -0.61, -0.79, -0.80, -0.42, 0.22, 0.22, 0.23, -0.63, -0.82, 0.20]
}

***

<x>
{
  "formula": "C5H11O2",
  "method": "ωB97M-V/def2-TZVPD",
  "charge": -1,
  "gap_ha": 0.2147,
  "mol_weight_g_mol": 103.1,
  "homo_ev": -2.25,
  "symbols": ["C", "H", "H", "C", "C", "O", "H", "H", "H", "H", "C", "H", "H", "O", "H", "H", "C", "H"],
  "coordinates": [[-0.8254, -0.8026, -0.6291], [3.0721, -0.1239, 0.5855], [-1.6248, 1.2632, -0.4339], [-2.0872, 0.3477, -0.9209], [2.0068, -0.2038, 0.8617], [2.0764, 0.2904, 2.2224], [0.3347, 0.1718, -2.0915], [-2.0194, 0.4196, -2.0263], [1.2823, 0.8118, 2.2911], [1.8123, 1.2793, -0.6804], [0.5039, -0.3036, -1.1207], [1.6387, -1.2430, 0.8642], [-1.3021, -1.5330, -1.3008], [-3.1999, -0.0605, -0.3870], [-1.0668, -1.1077, 0.3791], [1.2998, -1.0502, -1.3553], [1.1567, 0.6480, -0.0797], [0.4397, 1.2578, 0.4928]],
  "nbo_charge": [-0.54, 0.16, 0.04, 0.06, -0.07, -0.74, 0.19, 0.06, 0.46, 0.19, -0.40, 0.17, 0.19, -0.92, 0.20, 0.17, -0.44, 0.20]
}

***

<y>
{
  "formula": "C5H11O2",
  "method": "ωB97M-V/def2-TZVPD",
  "charge": -1,
  "gap_ha": 0.2720,
  "mol_weight_g_mol": 103.1,
  "homo_ev": -3.77,
  "symbols": ["C", "C", "H", "H", "H", "H", "H", "O", "H", "H", "H", "H", "C", "C", "C", "O", "H", "H"],
  "coordinates": [[-0.5881, -0.5244, 1.5958], [0.4392, -2.2694, 0.0737], [-0.8768, 2.4560, -2.9303], [0.0932, -2.7475, 1.0004], [1.3557, -2.7836, -0.2130], [0.5410, 0.0755, -0.0307], [-0.2677, 2.5182, -1.2998], [-1.3600, 0.4121, 1.2555], [-0.3565, -2.4032, -0.6538], [-0.3828, 0.9111, -2.0708], [1.2597, 1.9300, -3.8570], [1.5864, 3.1656, -2.6285], [1.2525, 2.1421, -2.7894], [0.5817, -0.8304, 0.5736], [-0.1946, 1.9659, -2.2334], [-0.6191, -1.1925, 2.6571], [1.4315, -0.6595, 1.2447], [1.8866, 1.4527, -2.2352]],
  "nbo_charge": [0.76, -0.63, 0.18, 0.24, 0.18, 0.20, 0.22, -0.80, 0.19, 0.22, 0.19, 0.19, -0.61, -0.54, -0.60, -0.80, 0.19, 0.21]
}

***

Structures ranked by computed energy, the most stable listed first: <y>, <w>, <x>.